ORCA calculation (ωB97M-V with the def2-TZVPD basis set) on a cluster of 2 separate species, CH7N3SSi in total in a non-equilibrium geometry.

Each line ends with the Mulliken charge.
Element x y z (Å)
C1 -1.74651 0.07657 0.26307  0.3628
N1 -1.32834 -1.15124 0.45862  -0.3719
N2 1.89253 -0.59328 -0.80860  -0.3893
N3 -1.02492 1.09282 0.68430  -0.6500
Si1 1.46869 0.83985 0.05027  0.3549
S1 -3.29287 0.29947 -0.35492  -0.4379
H1 -0.71496 -1.33057 1.19914  0.2139
H2 -1.75469 -1.88294 -0.05291  0.1839
H3 1.35183 -0.91454 -1.54759  0.2521
H4 2.53958 -1.33899 -0.46638  0.2574
H5 -1.32747 2.01294 0.38962  0.2702
H6 1.43612 1.87297 -1.07511  -0.0190
H7 2.50102 1.01694 1.26049  -0.0270

Energy above the lowest of the compared OMol25 structures with the same formula, charge and spin (kJ/mol): 79.9
HOMO (eV): -7.367
Orbital gap (eV): 6.760
Strongest force on any atom (eV Å⁻¹): 4.31